Record 1
Entry from OMol25: the molecule C24H23N3O5 (ωB97M-V with the def2-TZVPD basis set).

Geometry as XYZ:
```
55
Properties=species:S:1:pos:R:3:lowdin_charge:R:1
C 7.7188 0.3617 1.1774 -0.065
C 7.4518 -0.8053 0.2307 -0.250
O 6.2046 -1.4251 0.4679 -0.053
C 5.0564 -0.8254 0.0522 -0.273
C 3.8730 -1.4643 0.4294 0.011
C 2.6421 -0.9706 0.0583 0.000
C 2.5628 0.1887 -0.7093 -0.224
C 3.7371 0.8257 -1.0905 -0.026
C 4.9736 0.3307 -0.7171 -0.024
H 5.8575 0.8574 -1.0400 0.105
H 3.6905 1.7252 -1.6895 0.111
N 1.3450 0.7579 -1.1166 0.129
C 0.0805 0.3242 -0.8810 -0.433
O -0.2140 -0.6608 -0.2419 0.106
C -0.9692 1.2309 -1.5214 -0.023
H -0.9788 1.0429 -2.5981 0.138
H -0.7311 2.2818 -1.3460 0.113
C -2.3670 0.9110 -0.9830 -0.158
N -2.4819 0.9378 0.4474 0.005
C -2.8875 -0.2497 0.9625 -0.444
O -3.0854 -0.4966 2.1230 0.116
N -3.0987 -1.1168 -0.1250 0.125
C -2.7692 -0.5288 -1.3125 -0.375
O -2.8001 -1.0159 -2.4125 0.123
C -3.4802 -2.4720 0.0232 -0.170
C -2.9468 -3.2327 1.0547 -0.002
C -3.3328 -4.5535 1.1946 -0.076
C -4.2335 -5.1182 0.3073 -0.094
C -4.7534 -4.3568 -0.7257 -0.080
C -4.3847 -3.0314 -0.8698 -0.008
H -4.7854 -2.4353 -1.6742 0.113
H -5.4539 -4.7937 -1.4218 0.102
H -4.5285 -6.1511 0.4189 0.100
H -2.9216 -5.1459 1.9984 0.103
H -2.2420 -2.7878 1.7374 0.115
C -2.0737 2.0511 1.2743 -0.039
C -2.7126 3.3219 0.8248 -0.260
C -3.9446 3.8545 1.0637 -0.011
C -4.0052 5.0639 0.3283 -0.058
C -2.8086 5.1749 -0.3061 -0.119
O -2.0192 4.1251 -0.0172 0.030
H -2.4091 5.9227 -0.9617 0.119
H -4.8251 5.7503 0.2835 0.101
H -4.7071 3.4384 1.6891 0.115
H -2.3841 1.8006 2.2917 0.141
H -0.9822 2.1621 1.2481 0.141
H -3.0888 1.5999 -1.4468 0.173
H 1.4483 1.5866 -1.6865 0.144
H 1.7406 -1.4771 0.3575 0.103
H 3.9465 -2.3625 1.0212 0.121
H 8.1843 -1.5982 0.4061 0.123
H 7.5352 -0.4871 -0.8161 0.115
H 7.6662 0.0181 2.2073 0.079
H 6.9821 1.1497 1.0417 0.066
H 8.7094 0.7670 0.9899 0.076
```

LUMO in eV: 0.444
Electronic energy in hartree: -1468.882416
SMILES: CCOc1ccc(NC(=O)C[C@H]2C(=O)N(c3ccccc3)C(=O)N2Cc2ccco2)cc1
F_max in eV/A: 0.9
Multiplicity: 1
Gap between HOMO and LUMO in eV: 8.521

=====

Record 2
Entry from OMol25: the molecule C24H23N3O7S in a non-equilibrium geometry (ωB97M-V with the def2-TZVPD basis set).

Geometry as XYZ:
```
58
Properties=species:S:1:pos:R:3:lowdin_charge:R:1
C -2.9033 -2.3196 -2.5390 0.021
H -3.7952 -2.5138 -3.0295 0.056
O -2.6931 -0.8288 -2.5265 0.031
C -1.6698 -0.4255 -1.9929 -0.600
C -1.6897 0.8214 -1.9754 0.017
C -0.6901 1.5415 -1.1938 0.003
C 0.3639 0.7534 -0.6582 -0.318
C 0.4541 -0.4660 -1.1179 -0.023
C -0.6674 -1.1040 -1.6564 0.025
H -0.5500 -2.2473 -1.6735 0.171
H 1.2646 -0.8641 -0.6445 0.082
S 1.6521 1.8867 -0.0909 0.799
O 2.4886 2.3747 -1.0788 -0.227
O 1.1480 2.5909 1.1347 -0.310
N 2.7725 0.6667 0.5752 -0.159
C 3.8709 0.2214 0.1464 -0.316
C 4.9288 1.0132 -0.3301 -0.038
C 5.9992 0.7069 -0.9645 -0.203
C 6.3462 -0.4773 -1.3502 0.010
C 5.2740 -1.4735 -0.7660 0.021
C 4.0953 -1.1192 -0.3314 -0.211
O 3.0277 -1.8527 0.3171 -0.153
C 3.3492 -3.2257 0.1995 -0.113
H 2.4341 -3.7069 0.8420 0.152
H 4.2704 -3.4427 0.4298 -0.011
H 3.4761 -3.7048 -0.8904 0.123
H 5.4845 -2.7508 -1.0903 0.186
H 7.1727 -0.7553 -1.8240 0.057
H 6.6883 1.4520 -1.2486 0.112
H 4.7525 2.1801 -0.1106 0.169
C 2.5142 0.3139 1.9969 -0.012
C 1.2256 -0.7144 1.9876 -0.517
O 1.3175 -1.8461 2.2754 0.105
N 0.0858 -0.0860 1.9708 -0.021
N -1.0933 -0.6259 1.7237 0.111
C -2.0142 0.3694 1.4305 0.055
C -3.2701 -0.4538 0.8155 0.001
C -3.4197 -1.8290 1.3653 0.072
C -4.5707 -2.4611 0.6867 0.025
C -5.7104 -1.6594 0.1940 -0.088
C -5.4119 -0.4941 0.1305 -0.177
C -4.4987 0.3365 0.6541 -0.094
C -4.4275 1.6938 0.2956 -0.437
O -3.7352 2.3729 0.9531 0.149
O -5.2474 2.2308 -0.7861 0.102
H -4.9497 3.0738 -0.7708 0.033
H -6.2157 0.0373 -0.4299 0.152
H -6.3509 -2.4434 -0.2055 0.127
H -4.6022 -3.4855 0.6721 0.065
H -2.7209 -2.3204 1.5827 -0.029
H -1.9581 1.3021 1.3192 0.013
H 0.2062 1.1064 1.8475 0.206
H 3.5501 -0.3111 2.2946 0.200
H 2.4258 0.9917 2.7927 0.089
H -0.5042 2.6289 -0.9814 0.127
H -2.5343 1.6486 -1.9496 0.180
H -2.2272 -2.7769 -3.3840 0.140
H -2.9394 -2.8060 -1.5978 0.071
```

LUMO in eV: -0.645
Electronic energy in hartree: -2016.745333
SMILES: COc1ccc(S(=O)(=O)N(CC(=O)N/N=C/c2ccccc2C(=O)O)c2ccccc2OC)cc1
F_max in eV/A: 17.5
Multiplicity: 1
Gap between HOMO and LUMO in eV: 7.820

=====

Record 3
Entry from OMol25: a structure of composition C24H23N7O4 in a non-equilibrium geometry (ωB97M-V with the def2-TZVPD basis set).

Geometry as XYZ:
```
58
Properties=species:S:1:pos:R:3:lowdin_charge:R:1
C -2.0394 3.5078 -2.1570 -0.102
C -2.8016 2.4938 -1.5709 -0.069
C -2.2460 1.7100 -0.5548 -0.045
C -0.8762 1.8277 -0.2547 -0.237
C -0.0872 0.7590 0.4265 -0.123
C -0.8586 -0.4017 0.9002 -0.175
N -0.7747 -0.8535 2.1898 -0.051
C -0.4840 0.1205 3.2553 -0.153
C -0.8636 -0.4226 4.6283 -0.181
C -0.2031 -1.7677 4.8981 -0.205
C -0.5328 -2.7616 3.7927 -0.180
C -0.2270 -2.2126 2.4076 -0.150
C -1.5693 -1.1929 -0.0851 -0.167
C -1.3711 -0.9663 -1.4649 -0.029
C -1.9205 -1.8032 -2.4290 -0.056
C -2.7653 -2.8468 -2.0378 -0.075
C -3.0655 -3.0272 -0.6781 -0.075
C -2.4874 -2.2103 0.2893 -0.032
C -0.2109 3.0071 -0.6534 -0.069
C -0.7676 3.8045 -1.6509 -0.105
H -2.4442 4.0837 -2.9926 0.102
H -3.8211 2.2908 -1.9095 0.107
H -2.8550 0.9575 -0.0476 0.119
H 0.6042 1.1817 1.1694 0.122
H 0.5917 0.3662 3.2377 0.123
H -1.0511 1.0392 3.0518 0.135
H -0.5642 0.3119 5.3829 0.115
H -1.9541 -0.5233 4.6870 0.118
H 0.8840 -1.6357 4.9542 0.118
H -0.5378 -2.1629 5.8609 0.110
H 0.0426 -3.6853 3.9183 0.117
H -1.5942 -3.0358 3.8384 0.114
H -0.6383 -2.8905 1.6532 0.112
H 0.8663 -2.1775 2.2526 0.112
H -0.7827 -0.1075 -1.7782 0.059
H -1.6856 -1.6248 -3.4803 0.110
H -3.1926 -3.5116 -2.7891 0.103
H -3.7540 -3.8139 -0.3672 0.104
H -2.7434 -2.3297 1.3462 0.116
H 0.7561 3.2474 -0.1980 0.116
H -0.2012 4.6523 -2.0451 0.106
O 4.6024 2.3118 -4.7492 0.093
N 4.8507 1.6126 -3.7543 -0.310
O 6.0077 1.2296 -3.4561 0.053
C 3.7860 1.1936 -2.8549 -0.050
C 4.0615 0.4995 -1.6821 0.117
C 3.0020 0.1118 -0.8216 -0.089
N 3.2727 -0.6271 0.3920 -0.287
O 4.4128 -1.0641 0.6248 0.094
O 2.3033 -0.7892 1.1800 0.050
C 1.6881 0.4266 -1.1031 0.067
N 1.4434 0.9244 -2.3581 0.021
N 0.2350 1.1592 -2.9656 0.066
N 0.4731 1.7963 -4.0785 0.034
N 1.8004 1.9951 -4.2639 0.091
C 2.4218 1.4204 -3.2213 -0.185
H 5.0828 0.2625 -1.4063 0.135
H 0.7827 0.1405 -0.4784 0.037
```

LUMO in eV: -1.807
Electronic energy in hartree: -1612.252616
F_max in eV/A: 7.2
Multiplicity: 1
Gap between HOMO and LUMO in eV: 5.737

=====

Record 4
Entry from OMol25: a structure of composition C24H23OPmSe in a non-equilibrium geometry (ωB97M-V with the def2-TZVPD basis set).

Geometry as XYZ:
```
50
Properties=species:S:1:pos:R:3:lowdin_charge:R:1
C 0.4931 -2.2232 2.0550 -0.235
C -0.8842 -1.9441 1.7783 -0.218
C -1.1122 -2.0412 0.3681 -0.182
H -1.6113 -1.7283 2.5722 0.039
C 0.1130 -2.4399 -0.2421 -0.206
C 1.1062 -2.5559 0.7931 -0.241
H 2.1680 -2.7743 0.6471 0.101
H 0.9921 -2.1272 3.0406 0.098
H -2.0385 -1.8773 -0.1871 0.104
H 0.2363 -2.6235 -1.3143 0.100
C -1.2904 1.8466 0.3240 -0.173
C -1.2561 1.5427 1.7305 -0.213
C 0.0310 1.9443 2.2658 -0.226
H -2.0366 1.0789 2.3235 0.051
C 0.7972 2.4817 1.1622 -0.246
C -0.0361 2.4288 -0.0268 -0.201
H 0.2361 2.7334 -1.0315 0.100
H -2.1279 1.6946 -0.3470 0.105
H 0.3693 1.7642 3.3001 0.108
H 1.8589 2.7177 1.1903 0.097
Pm 0.6213 -0.0254 0.8494 1.853
O -0.7988 -0.5452 -3.2615 -0.079
C -2.2004 -1.0200 -3.6116 0.020
C -0.9302 -1.3443 -4.3596 -0.331
H -2.5634 -1.6611 -2.7901 0.114
H -2.7984 -0.3331 -4.0940 0.073
H -0.5989 -2.4104 -4.2985 0.154
H 0.6567 -2.1385 -6.3714 0.109
C 0.4026 -1.1007 -6.4817 -0.047
C -0.4960 -0.5848 -5.5529 -0.171
C -0.8633 0.7919 -5.5566 -0.012
H -1.5737 1.1959 -4.8540 0.102
C -0.2738 1.6271 -6.5399 -0.067
H -0.6353 2.6744 -6.6410 0.109
C 0.5261 1.0589 -7.5603 -0.081
H 0.8468 1.6866 -8.4210 0.111
C 0.8899 -0.2968 -7.4793 -0.093
H 1.4170 -0.7414 -8.3040 0.099
Se -1.7970 -0.2118 4.9364 0.516
C -0.1598 0.1617 5.6458 -0.827
C 0.0374 1.3676 6.3796 -0.171
C 1.2565 1.6398 6.9909 -0.118
C 2.3347 0.7443 6.8602 -0.129
C 2.1518 -0.4448 6.1333 -0.130
C 0.9300 -0.7422 5.5447 -0.183
H -0.8026 2.0578 6.4713 0.083
H 1.3703 2.5548 7.5801 0.095
H 3.2925 0.9734 7.3307 0.085
H 2.9755 -1.1520 6.0378 0.090
H 0.7743 -1.6797 5.0153 0.063
```

LUMO (spin up / spin down) in eV: -1.456 / -1.357
⟨S²⟩: 6.0102
Electronic energy in hartree: -4013.214435
F_max in eV/A: 4.0
Multiplicity: 5
Gap between HOMO and LUMO (spin up / spin down) in eV: 4.078 / 4.179

=====

| no. | M (g mol⁻¹) |
| --- | --- |
| 1 | 433.46 |
| 2 | 497.53 |
| 3 | 473.49 |
| 4 | 551.41 |